Below is a structure of composition C47H34N5RhSeTe, with properties calculated with ωB97M-V/def2-TZVPD.

```
89
Properties=species:S:1:pos:R:3:forces:R:3:lowdin_charge:R:1
C -0.89373 1.73527 2.42119 -0.12 -0.03 -0.01 -0.229
C -2.43710 -3.48127 3.53381 -0.02 0.01 0.00 -0.035
C 0.48627 3.24652 -4.46753 -0.15 -0.09 -0.09 -0.037
C -0.91692 -2.62451 5.17640 0.03 0.02 0.00 -0.035
C -0.92889 -0.40679 2.89485 -0.05 -0.05 0.06 -0.270
H -2.82267 4.47650 1.02526 0.00 0.00 0.00 0.120
C -1.65544 0.27005 3.94528 0.04 0.00 -0.07 0.006
C -1.35304 -1.98879 -1.92882 -0.10 0.14 -0.03 -0.325
C -0.14490 3.07667 0.48842 0.02 0.10 0.00 -0.285
H -0.57030 6.17391 5.07750 0.00 0.00 0.00 0.102
N -5.10788 1.53454 -2.41644 -0.02 0.10 -0.03 0.074
H 4.02708 3.96109 -5.78572 -0.01 0.01 -0.02 0.103
C -4.03605 1.52889 -1.99337 0.05 -0.13 0.05 -0.724
Rh 0.44622 0.11842 0.22922 -0.24 -0.02 -0.11 0.800
C -3.02974 -4.28447 4.49712 0.00 0.00 0.00 -0.077
Se -2.29888 1.51850 -1.33378 -0.12 0.17 -0.09 0.725
C 2.89548 -1.25350 -2.98508 -0.16 0.13 0.08 0.010
C -1.37783 -2.64075 3.86344 0.02 -0.01 -0.04 -0.213
H -3.66490 6.51432 2.14086 0.00 0.00 0.00 0.103
C 0.64905 3.98581 -5.62845 0.06 0.01 -0.02 -0.074
H -3.85576 -4.92943 4.22652 0.00 0.00 0.00 0.103
C 2.19947 -1.38802 -1.72150 -0.10 -0.14 -0.25 -0.234
C -0.74455 -1.78719 2.81497 -0.05 0.10 0.01 -0.107
C -1.22399 4.17666 2.41628 0.01 -0.01 0.00 -0.213
H -2.12576 -0.21021 4.78653 -0.01 -0.02 0.00 0.111
H -4.38217 -0.94452 -2.05225 0.04 -0.08 0.01 -0.008
C 1.58521 2.74355 -3.77501 -0.07 -0.05 0.01 -0.199
H -4.12607 -2.43312 -1.09877 -0.04 0.00 0.04 0.002
C 0.50342 4.04127 -1.43464 -0.03 -0.06 0.04 0.002
H -2.79837 -3.49906 2.51229 0.00 0.00 -0.01 0.115
C 2.85701 3.01552 -4.26635 0.22 0.08 0.12 -0.043
N 1.51520 -0.23336 -1.45117 0.36 -0.12 0.19 -0.012
C 4.30864 -3.77335 -1.36593 0.03 0.03 0.01 -0.030
H 3.73241 2.68392 -3.71650 -0.11 -0.07 -0.03 0.123
C -0.71977 2.94124 1.74709 0.04 0.06 0.03 -0.081
H -1.92282 -2.91432 -1.98481 -0.01 0.01 0.00 0.021
C 3.02631 3.75560 -5.42806 -0.02 0.02 -0.01 -0.079
H 2.51226 -6.70101 -3.11390 0.00 0.00 0.00 0.102
C 5.04266 -4.84814 -1.84593 0.01 -0.02 0.00 -0.077
C 2.92632 -3.74135 -1.51160 -0.10 0.09 0.02 -0.217
H -0.51130 3.03975 -4.09364 0.05 0.01 -0.01 0.116
H 4.97212 -6.74424 -2.84790 0.00 0.00 0.00 0.100
H 2.94176 0.39295 -4.39797 -0.05 0.10 0.01 0.106
C 0.33913 -3.83434 1.84341 -0.01 0.06 -0.07 0.008
C -2.17028 6.47715 3.68063 -0.01 -0.01 0.00 -0.090
C -2.32943 4.85610 1.91246 -0.02 -0.04 -0.02 -0.034
C -0.59966 4.66041 3.56230 0.02 0.00 -0.01 -0.034
H 6.11826 -4.86165 -1.72613 0.00 0.00 0.00 0.103
C 2.28899 -4.80404 -2.14347 -0.01 -0.01 -0.03 -0.039
H -4.88275 -1.01068 -0.34381 0.02 0.07 -0.01 0.011
H 3.50212 -2.01368 -3.44823 -0.02 -0.03 0.01 0.113
C -0.01494 4.32654 -0.22057 0.01 -0.07 0.01 0.004
C 0.01581 -2.42652 1.83768 0.14 -0.07 0.15 -0.270
C -1.62340 1.58924 3.65985 0.05 -0.05 -0.04 0.010
H -1.49587 -1.39650 -2.83109 0.03 -0.05 -0.02 0.029
C 2.13869 -2.57729 -0.99721 0.11 0.02 -0.02 -0.090
H -2.06574 2.39624 4.21902 0.00 0.01 0.00 0.114
C -2.56620 -4.25835 5.80448 0.01 0.00 0.00 -0.090
H -1.13652 -3.40584 7.15804 0.00 0.00 0.00 0.103
H 2.05748 4.81711 -7.02321 0.00 0.00 -0.01 0.100
C 3.02012 -5.88132 -2.62232 0.00 0.00 0.00 -0.077
H -0.08493 -1.98126 5.43590 0.00 0.01 0.00 0.124
C 4.39988 -5.90497 -2.47482 0.00 0.00 0.01 -0.090
N -0.48484 0.50815 1.98182 -0.02 0.09 0.13 -0.058
C -2.80137 5.99869 2.54074 0.00 0.02 0.01 -0.075
H 4.80539 -2.94712 -0.87167 0.01 -0.01 0.00 0.124
H -0.26934 5.29417 0.17751 -0.02 0.00 0.00 0.115
H 1.66162 -4.97115 0.53015 -0.01 0.01 -0.01 0.112
C -4.14322 -1.34200 -1.06965 0.11 -0.04 -0.05 -0.394
C 1.18679 -4.04614 0.81335 0.09 0.04 0.01 0.009
N 0.66061 -1.81234 0.80063 -0.16 -0.09 -0.12 -0.047
H -3.02729 -4.88389 6.55746 0.00 0.00 0.00 0.101
H -2.53682 7.36955 4.17097 0.00 0.00 0.00 0.100
N 0.33072 2.05694 -0.29152 0.09 0.19 -0.02 -0.098
H 1.21178 -4.77885 -2.26032 0.00 -0.01 -0.01 0.119
C 1.78134 0.63263 -2.47249 -0.13 -0.15 -0.18 -0.216
C 2.60764 -0.02408 -3.46399 0.05 -0.16 0.12 0.006
C 1.37433 -2.77589 0.15008 -0.02 -0.09 0.05 -0.244
C 0.72643 2.61459 -1.47646 0.11 0.16 0.12 -0.288
H -0.01992 -4.55236 2.56149 0.01 0.01 0.03 0.114
H -0.22244 4.35933 -6.14998 0.01 0.01 -0.02 0.104
C -1.06840 5.80507 4.19023 0.00 0.01 0.00 -0.078
H -0.30003 -2.16928 -1.74893 0.01 0.02 0.02 -0.021
C 1.92407 4.24027 -6.11760 -0.03 -0.03 0.06 -0.089
H 0.75715 4.73239 -2.22054 0.00 0.00 0.00 0.116
C 1.34853 1.95217 -2.53238 0.07 0.15 -0.01 -0.070
C -1.50750 -3.42687 6.14150 -0.01 -0.01 0.00 -0.076
Te -2.14595 -0.83871 -0.33119 0.13 -0.24 0.04 1.364
H 0.26189 4.13484 3.95601 0.00 0.00 0.00 0.124
```
Forces are in eV/Å.

## Properties
Frontier orbital gap in eV: 6.1
Molar mass in Da: 978.29
Calculated total energy in a.u.: -4865.2395
Relative energy (zero: lowest compared OMol25 entry of this formula, charge and spin) in kJ/mol: 0.00

---

Below is a structure of composition C47H34N8O2PS2Ti in a non-equilibrium geometry, with properties calculated with ωB97M-V/def2-TZVPD.

```
95
Properties=species:S:1:pos:R:3:forces:R:3:lowdin_charge:R:1
C -3.55658 1.74057 0.93191 0.02 -0.02 -0.06 -0.135
C -1.94503 0.43237 -5.51807 -0.02 -0.03 0.04 -0.009
C -2.71175 -3.46473 2.11694 0.19 0.14 -0.05 -0.279
H -5.58370 1.64193 0.26102 0.00 0.00 0.00 0.105
C 10.39647 -5.13262 -1.82091 0.08 -0.03 -0.01 -0.280
N 6.49190 -1.99362 -0.60755 -0.11 -0.01 0.02 0.184
Ti 0.08478 -0.20391 0.15689 -1.48 0.69 0.38 0.447
N 0.99833 -1.98646 -0.50855 0.70 -0.67 -0.28 0.003
C 4.96984 0.50882 0.56190 0.05 -0.08 -0.04 0.015
C 4.14761 1.46787 1.09114 -0.12 0.05 0.03 -0.013
C -2.68915 2.01346 1.99015 0.01 -0.06 -0.01 -0.357
C 2.45203 -4.27209 -1.15953 0.15 0.08 0.00 0.028
C 10.36828 -3.81597 -1.37654 -0.09 -0.01 0.00 -0.013
C -2.38719 -1.32128 -3.74966 0.02 0.06 -0.04 -0.052
H -0.72300 0.59530 4.21016 -0.01 0.05 -0.01 0.089
H 1.87761 3.16869 6.41866 0.00 0.00 0.01 0.102
C 0.54731 1.80206 5.43323 0.01 0.03 0.01 -0.068
C 5.13922 -1.76366 -0.49665 0.12 0.20 0.08 -0.124
C 7.99605 -5.21627 -1.75891 0.04 -0.04 -0.01 -0.012
C 6.64076 -3.27786 -1.05959 0.15 -0.06 -0.04 -0.258
H 0.53174 -5.21862 -1.24175 0.01 0.00 0.00 0.116
N -0.10650 -4.23078 4.41893 0.01 -0.03 0.02 0.152
C 7.94953 -3.89247 -1.31302 -0.16 0.03 0.01 -0.157
C -0.33461 -3.43534 3.61968 -0.03 0.19 -0.14 -0.280
H 0.77119 3.80349 -2.49673 0.00 0.00 0.00 0.114
C 0.22752 4.04267 -1.59042 0.00 0.04 0.00 -0.024
H -2.97976 -1.94895 -4.39133 -0.01 0.00 0.01 0.117
H -0.06888 6.11314 -2.05445 0.00 0.01 0.00 0.103
H 4.54010 2.35836 1.56069 0.02 -0.01 0.00 0.115
H 2.09210 2.01842 1.44363 -0.02 0.02 0.00 0.104
H -2.38820 1.42554 -5.47252 0.01 0.01 -0.01 0.093
H 3.03532 -5.14602 -1.41712 0.00 0.00 0.01 0.123
O 1.11838 1.35303 -1.88139 0.11 -0.04 0.04 -0.046
H 6.04588 0.62558 0.60622 0.00 0.00 0.01 0.116
C -1.16008 4.58302 0.76657 -0.03 -0.05 0.03 -0.077
N -1.24884 -0.35968 -2.07162 0.10 -0.12 0.11 0.021
C -0.00503 3.02944 -0.66166 0.01 -0.20 -0.04 -0.212
C 1.33231 2.94476 5.51097 0.00 -0.01 -0.02 -0.084
H 12.83590 -4.27579 -2.56742 0.01 0.00 0.00 0.095
C -4.92470 1.86272 1.09052 -0.02 0.02 0.03 -0.074
N -1.84214 -0.13738 -4.18691 -0.02 -0.02 -0.02 -0.124
C 2.35646 -1.95336 -0.53531 0.08 0.28 0.30 -0.124
C -0.14331 1.50837 4.26879 -0.09 -0.06 0.00 -0.134
H -2.58395 -0.20775 -6.12053 0.00 0.01 -0.01 0.089
N -3.49977 -4.29488 2.23572 -0.04 0.00 0.01 0.151
C -0.58226 -2.41998 2.62781 0.19 -0.15 0.22 -0.721
C 4.54612 -2.93103 -0.88959 -0.16 -0.22 -0.07 -0.164
C 0.72072 3.50279 3.25302 -0.02 0.10 -0.02 -0.101
C -0.23833 5.31909 -1.33816 -0.02 -0.01 0.04 -0.069
H -1.31091 6.58526 0.03114 0.00 0.00 0.00 0.105
C 9.20156 -5.82967 -2.01003 -0.04 0.03 0.01 0.012
C 2.76590 1.28209 1.02605 0.01 0.02 0.01 -0.084
H 9.24834 -6.85381 -2.35418 0.01 0.00 0.00 0.123
H 7.23454 -1.35766 -0.38281 0.00 0.01 -0.01 0.145
C 3.00702 -0.73947 -0.04725 -0.14 -0.27 -0.05 -0.127
N 2.21243 0.22244 0.46603 0.47 -0.16 -0.01 -0.029
C 0.39333 -3.13700 -0.74632 0.01 0.00 -0.08 -0.095
H 0.48407 1.12575 6.27550 0.00 0.00 0.00 0.109
C -5.44968 2.24779 2.31894 0.03 -0.01 -0.03 -0.084
C 9.14150 -3.21078 -1.12776 0.10 0.01 0.00 -0.026
C -3.21983 2.40219 3.21307 0.00 0.04 0.03 -0.077
O 11.53064 -5.82185 -2.09604 -0.01 0.02 0.00 -0.075
C 4.40547 -0.63951 -0.00951 0.15 0.04 0.01 -0.056
C -1.17317 0.39635 -3.14893 0.02 0.04 0.00 -0.144
S -2.09907 -1.23002 0.70406 -0.08 -0.32 0.25 0.669
H -1.70932 4.79096 1.67788 0.00 0.00 -0.01 0.117
H 2.03090 4.68572 4.46784 0.00 0.00 0.00 0.101
C 0.42557 1.60233 -0.89600 0.25 0.64 -0.30 -0.423
H -0.96389 0.49169 -5.98606 0.00 0.01 0.00 0.094
H -0.63608 1.32445 -3.23327 0.03 -0.01 -0.01 0.125
S 0.63944 -1.19782 2.43578 0.03 -0.05 -0.02 0.680
H -6.52075 2.33105 2.44980 0.00 0.00 0.00 0.102
C -0.68389 3.29520 0.51890 -0.04 0.00 0.09 -0.311
C -2.01897 -1.44088 -2.44762 -0.09 0.03 0.05 -0.172
C 1.42113 3.79255 4.41732 -0.02 -0.03 0.00 -0.084
C 3.11747 -3.06809 -0.87583 0.06 -0.25 -0.22 -0.061
H -3.15562 1.42082 -0.02471 0.01 0.01 0.02 0.089
H -4.99683 2.81597 4.33584 0.00 0.00 0.00 0.103
H 7.06720 -5.75067 -1.90241 0.00 0.01 0.00 0.114
C -0.93789 5.58683 -0.15879 0.03 0.00 -0.06 -0.068
C -4.59637 2.51567 3.37613 0.01 0.00 0.00 -0.080
N 5.48404 -3.87108 -1.23863 -0.03 0.12 0.03 0.194
H 9.14983 -2.18305 -0.78422 0.00 0.00 0.00 0.104
H -2.56980 2.62702 4.04780 0.05 -0.02 0.01 0.098
P -0.90542 1.84738 1.62418 -0.14 0.25 -0.15 1.069
C 1.08851 -4.30859 -1.07028 -0.19 0.07 0.01 -0.007
H -0.68441 -3.12142 -0.66248 0.00 -0.04 0.00 0.079
H 12.90423 -4.84944 -0.87764 0.01 0.01 0.00 0.096
H 0.79343 4.18105 2.41117 0.02 -0.03 0.02 0.096
C -1.72913 -2.43339 1.91024 -0.27 -0.10 -0.08 -0.713
H -2.30666 -2.19816 -1.74195 0.02 -0.01 -0.01 0.054
C -0.07841 2.36466 3.16685 0.14 -0.07 -0.01 -0.367
H 13.53786 -5.86548 -2.19157 0.00 0.00 0.00 0.093
C 12.76638 -5.15210 -1.91845 -0.03 -0.01 0.00 -0.079
H 11.27749 -3.25577 -1.22052 0.00 0.00 0.00 0.102
```
Forces are in eV/Å.

## Properties
Frontier orbital gap (alpha / beta) in eV: 6.0 / 6.0
Molar mass in Da: 885.82
Multiplicity: 2
Calculated total energy in a.u.: -4387.2966